1.
100
Properties=species:S:1:pos:R:3:forces:R:3 method="wB97M-V/def2-TZVPD" orbital_gap_ev=4.758 total_charge=+4 homo_ev=-17.23
Ti -0.06271 0.70919 0.40928 -0.75 0.02 1.05
N -1.53490 -0.28869 1.94691 0.00 0.29 -0.09
C -2.46672 0.65156 2.63451 -0.07 -0.19 0.02
C -1.68279 1.90724 2.89991 0.09 0.16 -0.12
N -1.04823 2.30739 1.61505 0.21 0.30 0.03
C -0.16755 3.50428 1.76435 -0.24 -0.10 -0.02
C 1.15241 3.03410 2.30137 0.26 -0.16 -0.01
N 1.62062 1.94097 1.39420 -0.05 -0.09 -0.25
H -1.03262 -0.74789 2.69822 -0.03 -0.05 0.04
H -2.04812 -1.03534 1.48623 -0.06 -0.02 0.02
H -3.32568 0.82832 1.99273 0.00 0.02 0.06
H -2.85162 0.21127 3.55465 0.03 0.00 0.02
H -2.31359 2.71638 3.27165 -0.03 -0.02 0.02
H -0.90072 1.73257 3.63835 0.00 -0.03 0.03
H -1.80218 2.59937 0.99559 -0.07 0.02 -0.02
H -0.04797 3.94608 0.77450 0.02 0.01 -0.01
H -0.63810 4.24490 2.41196 0.03 0.02 0.02
H 1.88228 3.84227 2.32808 -0.02 0.03 0.04
H 1.07123 2.63136 3.31007 -0.04 0.01 0.02
H 1.99567 2.37560 0.55054 -0.05 0.02 -0.06
H 2.39818 1.45764 1.83538 0.00 -0.01 0.02
N -1.49584 3.23026 -3.07599 -0.15 -0.01 0.00
C -2.75767 3.11341 -2.51287 0.10 0.10 -0.22
C -3.99260 3.54916 -2.97566 0.01 -0.03 0.02
C -5.07345 3.32022 -2.15180 -0.05 -0.01 0.05
C -4.91057 2.68343 -0.91364 0.01 0.03 -0.06
C -3.67275 2.25233 -0.47625 -0.01 0.08 -0.03
C -2.55871 2.46619 -1.29795 0.15 -0.17 0.26
N -1.16887 2.18868 -1.13618 -0.04 -0.08 -0.21
C -0.60629 2.69528 -2.23830 0.17 0.07 -0.04
C 0.82811 2.77443 -2.48098 -0.35 -0.16 0.25
C 1.47138 3.28180 -3.56891 0.02 0.04 -0.07
S 3.14466 3.27088 -3.29211 0.13 0.06 -0.18
C 2.88810 2.58467 -1.76870 -0.12 -0.08 0.02
N 1.63036 2.36279 -1.45582 0.46 0.17 -0.01
H -1.28003 3.70304 -3.94080 -0.01 0.02 0.01
H -4.10366 4.05182 -3.92759 0.02 -0.01 0.01
H -6.05828 3.64433 -2.45953 0.01 0.00 0.02
H -5.77478 2.52462 -0.28274 0.00 0.01 -0.02
H -3.62317 1.76512 0.48483 0.05 0.10 -0.03
H 1.06688 3.66293 -4.49442 0.01 -0.01 0.02
H 3.73202 2.35184 -1.13259 -0.01 0.00 0.04
S -5.57684 -0.93878 -0.08286 -0.19 0.12 0.24
C -7.12438 -1.34812 -0.68031 0.00 -0.02 0.06
C -7.05433 -1.90567 -1.91903 0.17 0.00 -0.11
C -5.71958 -1.99384 -2.39817 -0.29 -0.04 -0.10
C -4.80607 -1.49428 -1.51276 0.47 -0.11 -0.16
C -3.35229 -1.44959 -1.65296 -0.27 0.11 0.13
C -2.59681 -0.66825 -0.76815 0.16 0.02 0.04
N -1.26585 -0.59342 -0.78172 0.06 -0.25 -0.03
C -0.59699 -1.30234 -1.71905 0.30 0.06 0.05
C -1.24350 -2.09729 -2.66084 -0.15 -0.16 -0.18
C -0.44456 -2.83401 -3.61407 -0.15 0.05 0.08
C 0.89970 -2.76771 -3.58531 0.13 0.07 0.09
C 1.58265 -1.94978 -2.60792 0.10 -0.14 -0.20
C 2.97442 -1.83875 -2.53873 0.00 -0.17 -0.20
C 3.57975 -1.03693 -1.58301 0.31 0.16 0.23
C 2.72305 -0.35551 -0.70286 -0.17 -0.03 -0.12
N 1.39167 -0.42126 -0.75336 0.24 0.11 -0.10
C 0.82452 -1.21973 -1.69315 -0.07 0.11 0.02
C 5.03607 -0.88803 -1.47603 -0.50 -0.07 -0.04
C 6.00190 -1.61628 -2.11001 0.34 -0.09 -0.10
C 7.32055 -1.16952 -1.81369 -0.20 -0.12 -0.09
C 7.33226 -0.10900 -0.96504 -0.03 0.00 0.06
S 5.74799 0.34129 -0.50328 0.06 0.25 0.15
C -2.64276 -2.16041 -2.60997 0.06 -0.15 -0.21
H -8.00175 -1.16705 -0.07851 0.02 -0.01 0.00
H -7.92126 -2.24128 -2.46844 0.01 0.00 -0.01
H -5.46779 -2.40207 -3.36800 -0.02 0.01 0.02
H -3.10846 -0.07285 -0.02701 -0.03 -0.10 -0.05
H -0.94995 -3.44682 -4.34960 -0.01 0.00 0.01
H 1.49367 -3.32744 -4.29649 0.01 0.01 0.01
H 3.58084 -2.38965 -3.24876 -0.02 0.03 0.01
H 3.14060 0.25944 0.08414 0.06 0.04 -0.07
H 5.80223 -2.45281 -2.76679 0.02 0.03 0.02
H 8.21764 -1.61721 -2.21522 -0.02 0.00 -0.01
H 8.18275 0.43141 -0.57825 -0.02 -0.01 0.01
H -3.16665 -2.79315 -3.31737 0.01 0.01 0.03
C 4.20014 -0.51518 2.95812 0.06 -0.11 0.01
C 3.41081 -1.59817 2.23427 0.00 -0.04 0.05
Sb 1.32108 -1.27154 2.18630 -0.35 0.10 -0.41
C 0.56801 -3.12632 1.45621 0.03 -0.13 -0.05
C 0.62847 -4.31791 2.41302 0.01 -0.03 -0.06
C 0.88218 -0.90659 4.24079 0.00 0.00 0.18
C 0.88260 -2.14300 5.14536 0.00 0.07 -0.01
H 5.24431 -0.81482 3.04863 0.00 0.01 -0.03
H 3.83650 -0.34207 3.97145 0.01 -0.01 -0.02
H 4.19551 0.43351 2.41768 0.04 0.06 -0.04
H 3.44281 -2.55699 2.76063 0.19 0.02 0.00
H 3.73715 -1.77672 1.20991 0.13 -0.01 0.07
H 1.21264 -3.28513 0.58595 -0.02 -0.07 -0.01
H -0.43874 -2.96551 1.06685 -0.03 0.00 0.03
H 1.61087 -4.44805 2.86721 0.01 0.04 -0.02
H 0.41626 -5.22726 1.84988 -0.01 0.00 0.02
H -0.10788 -4.24782 3.21011 -0.01 0.03 0.00
H -0.04712 -0.34032 4.32486 -0.03 -0.03 0.11
H 1.67938 -0.21322 4.52081 -0.04 0.00 0.07
H 0.01722 -2.77909 4.97129 0.00 0.01 0.00
H 0.85324 -1.81808 6.18564 -0.01 -0.02 0.00
H 1.78048 -2.74892 5.02199 0.01 0.03 -0.01

2.
94
Properties=species:S:1:pos:R:3:forces:R:3 method="wB97M-V/def2-TZVPD" multiplicity=2 orbital_gap_ev="7.978 / 7.454" total_charge=+1 homo_ev="-10.54 / -10.07" s_squared=0.773
V -0.88884 0.45772 1.33205 0.76 -0.58 1.80
C -2.77334 -3.45978 -0.45655 0.05 -0.08 0.09
C -1.33844 -3.07308 -0.27075 0.03 0.03 -0.09
C -0.70464 -2.25098 -1.19535 -0.05 -0.26 0.11
C 0.63856 -1.93298 -1.06745 0.08 -0.16 -0.10
C 1.35916 -2.41938 0.01085 0.09 0.00 -0.14
C 0.73766 -3.24508 0.93695 -0.03 -0.13 0.00
C -0.59934 -3.57468 0.79725 0.11 -0.06 -0.14
H -3.28064 -2.76758 -1.12695 -0.10 0.00 -0.03
H -3.29734 -3.48648 0.49805 -0.07 0.02 -0.01
H -2.82914 -4.45898 -0.88795 -0.10 -0.07 -0.07
H -1.27134 -1.89878 -2.04475 0.03 0.03 0.09
H 1.13026 -1.34578 -1.83215 0.03 0.06 0.01
H 2.41416 -2.20118 0.09035 0.12 0.03 0.06
H 1.30716 -3.66308 1.75245 0.04 -0.01 0.14
H -1.06864 -4.24648 1.50255 -0.01 0.04 0.08
N -1.92694 2.35652 1.50005 -0.42 -0.01 0.07
N -0.96094 3.26422 1.97155 -0.09 0.42 0.05
C 0.06866 2.81552 2.76635 -0.57 1.77 -0.13
O 0.73676 3.57552 3.41205 0.08 -0.09 0.03
O 0.27286 1.50862 2.71955 0.10 -0.47 -0.12
H -2.29924 2.67662 0.60015 0.35 -0.11 0.33
H -2.72224 2.26872 2.15125 0.43 0.14 -0.24
H -1.21654 4.23632 2.12505 0.00 -0.31 0.05
Cl -4.03944 -5.52698 -3.48975 -0.11 -0.17 0.04
C -3.33084 -4.02078 -3.91645 0.25 0.29 -0.12
C -1.95004 -3.89838 -3.97735 -0.16 -0.08 0.02
C -1.39774 -2.67208 -4.29125 -0.20 0.02 -0.11
C -2.18214 -1.54898 -4.54385 0.21 0.07 -0.08
C -1.47844 -0.25188 -4.88645 -0.04 0.00 0.14
C -1.90654 0.96382 -4.01885 -0.27 -0.14 -0.98
N -1.26934 0.97022 -2.72785 -0.03 -0.15 0.91
C 0.01776 1.34902 -2.48975 0.57 0.09 0.41
C 0.24056 1.17702 -1.15555 0.49 0.36 -0.67
N -0.89704 0.70162 -0.57325 -0.59 0.52 -2.04
C -1.79114 0.59032 -1.54405 -0.10 0.04 -0.20
O -1.69704 0.05492 -6.25085 -0.37 0.19 0.17
C -0.53384 0.06182 -7.06035 0.27 -0.04 -0.14
C 0.39076 1.19712 -6.71825 0.09 -0.38 0.30
C 1.49876 1.10852 -5.92305 0.14 0.41 -0.10
Cl 2.14626 -0.29908 -5.17035 0.05 0.02 -0.06
S 2.29596 2.63682 -5.71495 -0.38 -0.42 -0.11
C 1.10136 3.40522 -6.68375 0.19 -0.09 0.19
C 0.17066 2.53552 -7.14175 0.09 0.09 0.06
C -3.56654 -1.71718 -4.53245 0.22 -0.32 0.13
Cl -4.63814 -0.43558 -4.96335 -0.28 0.18 -0.12
C -4.14344 -2.93578 -4.20605 0.02 0.04 0.04
H -1.31744 -4.74318 -3.75925 0.04 -0.13 0.00
H -0.32154 -2.58138 -4.33095 0.11 0.05 0.03
H -0.40724 -0.40928 -4.70955 -0.15 0.01 0.03
H -2.98894 0.97212 -3.89475 0.20 0.13 0.11
H -1.61214 1.86672 -4.56205 -0.04 -0.08 0.12
H 0.66266 1.72132 -3.25945 0.11 0.05 -0.24
H 1.14336 1.35962 -0.59445 0.04 0.03 -0.03
H -2.80044 0.24252 -1.42175 -0.12 -0.11 -0.01
H -0.90974 0.18162 -8.07885 0.13 -0.07 0.08
H 0.00216 -0.89438 -6.98705 -0.14 0.08 -0.03
H 1.17386 4.45972 -6.85625 -0.02 0.25 -0.10
H -0.65794 2.81092 -7.76795 -0.15 0.12 -0.15
H -5.21814 -3.02578 -4.18055 -0.07 -0.06 -0.02
C 1.37686 -0.89538 3.13545 0.11 0.80 0.21
Si 1.53716 0.87412 3.84235 0.48 -1.00 0.17
C 0.83136 0.96572 5.65415 0.05 0.13 -0.33
C -0.08774 -0.23788 5.91165 0.20 0.11 -0.39
C 0.03186 2.24012 5.94525 0.25 0.00 -0.27
C 2.00416 0.89532 6.63655 0.03 0.05 -0.33
C 3.31006 1.52392 3.35605 -0.44 0.20 0.09
C 4.34716 0.79952 4.22405 -0.33 -0.04 0.07
C 3.52076 3.03102 3.53685 -0.20 -0.06 -0.03
C 3.58186 1.18372 1.88125 -0.27 -0.13 0.28
H 1.54096 -1.64418 3.90225 -0.16 -0.21 0.13
H 2.09676 -1.08738 2.34575 0.04 0.08 -0.08
H 0.37516 -1.07968 2.71545 0.11 -0.21 0.28
H -0.87144 -0.33038 5.16185 -0.13 -0.06 -0.06
H -0.56624 -0.12058 6.87955 -0.08 0.05 0.20
H 0.46996 -1.16778 5.93005 0.02 -0.22 -0.03
H -0.87404 2.27952 5.33995 -0.13 0.08 -0.01
H 0.61916 3.13182 5.74745 -0.04 0.13 0.05
H -0.26494 2.24962 6.99235 -0.07 -0.07 0.12
H 2.60076 0.00462 6.46235 0.20 -0.15 0.08
H 1.63676 0.85562 7.65895 -0.13 -0.02 0.15
H 2.64336 1.76922 6.54305 0.13 0.11 0.08
H 4.30116 1.15042 5.24885 0.10 -0.01 0.14
H 5.34756 1.00392 3.84945 0.13 0.04 -0.13
H 4.20356 -0.27768 4.22475 0.03 -0.26 0.01
H 3.21646 3.36652 4.52345 -0.01 0.10 0.17
H 2.95086 3.60342 2.81195 0.03 0.08 -0.03
H 4.57306 3.27142 3.40075 0.21 -0.04 0.01
H 3.76806 0.12142 1.74495 -0.03 -0.11 -0.11
H 4.46676 1.71822 1.54195 0.09 0.10 -0.05
H 2.73966 1.48042 1.25415 0.00 0.04 -0.23
Se -2.85034 -0.66868 1.90925 -1.37 0.43 -0.31
C -2.14514 -1.90178 3.01485 0.07 -0.63 0.52
N -1.70754 -2.64998 3.77085 0.25 -0.33 0.27

3.
21
Properties=species:S:1:pos:R:3:forces:R:3 method="wB97M-V/def2-TZVPD" orbital_gap_ev=9.290 total_charge=+1 homo_ev=-12.07
C 0.75689 -1.57856 0.63542 -1.46 -0.16 -0.41
C 2.21876 0.20676 0.12722 2.09 -0.29 0.92
C 2.07821 -1.08831 0.63726 -2.61 -0.12 -1.24
C -0.23028 -0.77607 0.14490 -3.25 -1.18 2.01
C 1.18165 1.02710 -0.19784 -0.36 -0.40 -0.13
C -4.97608 1.80775 -0.26055 -2.93 1.38 -0.14
N -2.81100 0.79692 -0.32283 -1.28 0.87 -0.09
N -3.84316 1.30041 -0.28870 2.78 -2.52 0.61
N -0.07792 0.47831 -0.22130 1.42 2.63 -0.81
N 3.02804 -1.90417 1.02110 2.59 -0.40 0.24
N 1.28447 2.36096 -0.38380 0.56 1.15 -0.95
H 0.47096 -2.59223 0.92401 0.32 0.37 0.06
H 3.21233 0.60315 0.27279 0.05 0.53 -0.38
H -1.35720 -0.93676 0.28525 1.91 -0.75 -0.58
H -4.96286 2.66302 -0.94735 -0.86 -0.16 0.45
H -5.88477 1.40751 0.31179 1.88 0.60 -0.94
H -0.90349 1.07687 -0.45429 0.80 -1.07 0.41
H 2.79129 -2.77242 1.53807 0.66 1.03 -0.91
H 3.99062 -1.66004 0.69448 -1.15 -0.83 1.08
H 2.01965 2.87531 -0.91544 -0.54 -1.31 0.90
H 0.40148 2.78505 -0.54146 -0.63 0.62 -0.12

4.
82
Properties=species:S:1:pos:R:3:forces:R:3 method="wB97M-V/def2-TZVPD" orbital_gap_ev=7.312 total_charge=-1 homo_ev=-4.78
Sn 0.08344 -0.27353 0.18994 0.13 -0.23 -0.10
C 3.88125 0.49635 2.69869 0.01 -0.03 -0.04
C 3.40977 1.53374 1.72174 -0.06 0.01 -0.03
C 4.15267 1.86785 0.59268 -0.01 -0.05 0.01
C 3.68978 2.85800 -0.25458 -0.01 0.05 0.00
C 2.49299 3.48475 0.04565 0.00 -0.01 -0.01
C 1.79747 3.07151 1.17331 0.01 -0.05 0.01
N 2.24702 2.13072 2.00036 0.03 0.08 0.05
Sb -0.04355 4.07252 1.65728 0.03 -0.04 0.01
C -1.17192 3.50889 -0.09695 0.12 0.04 -0.05
C -1.11881 4.43838 -1.13121 0.04 -0.04 -0.04
C -1.76871 4.15078 -2.31992 0.00 0.03 0.00
C -2.48822 2.97611 -2.41258 0.02 -0.07 0.00
C -2.52763 2.11637 -1.31749 0.05 -0.05 -0.01
C -3.35141 0.86234 -1.34447 -0.02 -0.01 -0.08
N -1.85821 2.37313 -0.19095 -0.23 0.11 0.17
C -0.79695 2.81226 3.23744 -0.06 0.08 -0.04
C -1.42939 3.51503 4.25738 -0.01 -0.05 0.03
C -1.85111 2.82681 5.38774 0.00 0.01 -0.02
C -1.59060 1.47617 5.46670 -0.01 -0.04 0.00
C -0.94304 0.83977 4.40337 -0.02 0.01 0.04
C -0.61150 -0.62323 4.48957 -0.01 -0.03 0.07
N -0.58385 1.49537 3.30126 0.06 0.02 -0.02
H 4.38352 0.97809 3.54172 -0.02 -0.01 0.01
H 3.03112 -0.06530 3.08027 -0.04 -0.03 -0.01
H 4.58398 -0.19633 2.23460 0.00 0.00 0.00
H 5.07466 1.34110 0.38029 0.01 -0.01 0.00
H 4.23531 3.11333 -1.15423 -0.01 0.00 -0.01
H 2.08218 4.24135 -0.61164 0.00 -0.02 -0.02
H -0.56497 5.36186 -1.01086 0.00 0.00 0.00
H -1.71824 4.83541 -3.15779 0.00 0.00 0.00
H -3.01306 2.71225 -3.32165 0.00 0.00 0.00
H -3.62790 0.59698 -2.36534 -0.02 0.01 0.01
H -2.80692 0.03118 -0.90264 0.08 -0.01 0.05
H -4.26604 1.01304 -0.76445 -0.01 -0.01 0.00
H -1.57642 4.58470 4.17186 0.00 0.00 0.00
H -2.35396 3.34341 6.19653 0.00 0.00 0.00
H -1.87270 0.90090 6.34011 0.00 0.00 0.00
H -0.07474 -0.82939 5.41835 0.01 -0.01 -0.02
H -1.52065 -1.23088 4.50819 -0.01 -0.01 0.00
H 0.01110 -0.93857 3.65398 0.05 0.00 -0.04
O 2.38417 -3.59220 1.90634 0.00 -0.05 0.02
C 1.95223 -2.59748 1.33350 0.04 -0.04 -0.01
O 1.11587 -1.73980 1.75825 0.09 0.20 0.28
C 2.51565 -2.27825 -0.05193 0.08 0.09 0.00
C 3.44379 -3.07113 -0.70645 0.00 0.01 0.05
C 3.95377 -2.62147 -1.91464 0.03 0.00 -0.03
C 3.55409 -1.39244 -2.42413 0.03 0.00 0.03
C 2.61573 -0.66148 -1.71629 0.06 0.00 0.05
N 2.11505 -1.12605 -0.57514 -0.08 -0.09 -0.15
C 2.09571 0.71299 -2.15831 -0.23 0.01 0.12
O 2.55914 1.17211 -3.20634 0.08 0.03 -0.14
O 1.24514 1.21240 -1.37453 0.26 0.21 -0.12
H 3.74117 -4.00406 -0.25010 0.00 -0.01 0.00
H 4.67571 -3.22315 -2.45452 0.00 0.00 0.00
H 3.94197 -0.98019 -3.34475 0.00 0.00 -0.01
N -2.41633 -0.83262 1.56399 -0.19 -0.22 0.10
C -2.90591 -2.20979 1.61621 -0.02 0.07 -0.08
C -1.73619 -3.19510 1.62703 0.04 -0.09 0.11
C -1.20806 -3.44306 0.21973 -0.32 -0.21 0.21
O -1.47526 -4.50825 -0.34706 0.09 0.17 -0.05
O -0.56172 -2.47498 -0.30613 0.19 0.22 -0.43
H -1.78995 -0.64251 2.33639 -0.07 0.04 0.03
H -3.16157 -0.14909 1.60113 0.01 0.05 -0.04
H -3.50680 -2.37985 0.71662 -0.07 -0.03 0.05
H -3.56269 -2.40625 2.47560 0.06 0.03 0.05
H -2.05664 -4.14676 2.04801 -0.02 -0.02 -0.03
H -0.91761 -2.79569 2.23309 -0.08 -0.04 0.04
O -0.51155 -0.67609 -2.20975 0.00 0.05 -0.06
S -0.08779 -1.97704 -2.85979 -0.07 0.03 0.08
C 0.05228 -1.50179 -4.60288 -0.02 0.03 -0.01
C -1.37745 -1.42068 -5.11613 0.00 0.01 0.06
C -2.02417 -2.71686 -4.62893 0.01 -0.03 0.00
C -1.64202 -2.87633 -3.15584 -0.01 -0.02 0.01
H 0.61768 -2.28869 -5.10947 0.01 -0.01 -0.01
H 0.62205 -0.57266 -4.62079 0.00 0.01 -0.01
H -1.42999 -1.30229 -6.19991 0.02 -0.02 0.00
H -1.86606 -0.55910 -4.65453 -0.01 0.01 -0.02
H -1.62640 -3.55557 -5.20722 -0.02 0.00 -0.01
H -3.10783 -2.71925 -4.75703 0.00 0.01 0.01
H -1.52469 -3.89583 -2.79436 -0.02 -0.02 0.01
H -2.33025 -2.36684 -2.48118 0.00 -0.01 0.00